Entry 1:
2 unconnected molecules or ions with the total composition C2H7NO2, computed with the ωB97M-V functional and the def2-TZVPD basis.

Structure (XYZ):
```
12
Properties=species:S:1:pos:R:3:forces:R:3:mulliken_charge:R:1
O 0.081929 -1.187649 0.320210 1.06 1.15 -0.45 -0.652
C 0.874021 -0.259619 0.073880 -1.25 -3.42 0.55 0.637
N 0.553472 1.000319 0.289863 0.15 2.67 0.18 -0.357
C 2.275127 -0.504755 -0.413267 0.62 0.37 -0.40 -0.804
H 1.267624 1.703342 0.084220 -0.86 -0.28 0.33 0.187
H -0.319911 1.276460 0.745342 0.63 -0.37 -0.42 0.236
H 2.885934 -0.931253 0.400133 -0.34 0.14 -0.31 0.223
H 2.709942 0.465030 -0.708351 0.17 -0.49 0.01 0.277
H 2.316489 -1.186884 -1.279066 -0.23 0.26 0.49 0.254
O -4.553339 0.086142 0.119968 1.03 -0.58 0.14 -0.655
H -3.851496 -0.067071 -0.552492 -0.71 0.09 0.77 0.328
H -4.239794 -0.394063 0.919561 -0.27 0.47 -0.91 0.327
```
Positions in Å, forces in eV/Å.

Net charge = 0
SMILES = CC(N)=O.O
Energy relative to the best compared isomer or geometry (same formula, charge and spin) = 0.551 eV
HOMO-LUMO gap = 0.384 Eh



Entry 2:
2 unconnected molecules or ions with the total composition C8H18, computed with the ωB97M-V functional and the def2-TZVPD basis.

Structure (XYZ):
```
26
Properties=species:S:1:pos:R:3:forces:R:3:mulliken_charge:R:1
C 1.101804 -2.118751 2.284531 0.06 -0.09 -0.19 -1.156
C -0.237104 -1.462178 2.332451 0.02 -0.19 -0.45 -0.048
C -0.475833 -0.215253 1.960025 -0.28 0.22 0.65 0.020
C -1.844591 0.404167 2.029116 0.16 0.00 -0.39 -1.211
H 1.837753 -1.454169 1.831140 0.06 -0.01 0.06 0.286
H 1.458731 -2.416853 3.270596 -0.02 -0.01 0.06 0.338
H 1.044728 -3.022746 1.672604 0.09 -0.02 0.04 0.293
H -1.086556 -2.095614 2.571184 -0.01 0.00 0.25 0.278
H 0.364227 0.424632 1.707715 -0.02 0.04 -0.20 0.311
H -2.532544 -0.240531 2.574468 -0.02 0.01 -0.01 0.375
H -1.820897 1.381133 2.509956 0.02 0.03 0.09 0.295
H -2.246412 0.562042 1.024293 -0.05 0.03 0.01 0.212
C -1.022902 2.101245 -1.482528 -0.24 0.00 0.08 -1.289
C 1.657802 -0.620694 -2.236694 0.03 -0.16 0.12 -1.316
C 1.076889 0.690339 -1.734841 0.17 0.08 -0.01 -0.149
C -0.423844 0.779810 -1.936765 -0.11 -0.07 0.18 -0.315
H -0.765980 2.310857 -0.442303 0.06 0.01 0.02 0.256
H -2.112505 2.066126 -1.539729 -0.01 0.05 -0.02 0.337
H -0.693391 2.947982 -2.085697 0.11 -0.04 -0.04 0.400
H 2.708198 -0.719424 -1.964076 0.06 0.00 -0.05 0.355
H 1.576973 -0.724544 -3.318855 -0.03 0.06 -0.05 0.365
H 1.124808 -1.460900 -1.785083 0.01 -0.03 -0.01 0.295
H 1.569190 1.535497 -2.223648 0.02 0.02 -0.05 0.333
H 1.303173 0.786893 -0.668178 -0.06 0.05 0.02 0.113
H -0.674810 0.594066 -2.982802 0.03 0.02 -0.10 0.386
H -0.886907 -0.033133 -1.366881 -0.03 -0.01 -0.03 0.236
```
Positions in Å, forces in eV/Å.

Net charge = 0
SMILES = C/C=C/C.CCCC
Energy relative to the best compared isomer or geometry (same formula, charge and spin) = 0.763 eV
HOMO-LUMO gap = 0.382 Eh